Here is C31H30FN6O4ReS3 as an isolated structure from OMol25. Energies are from ωB97M-V with the def2-TZVPD basis set.

Element x y z (Å)
Re: 0.890 0.612 -1.587
N: 6.142 -0.355 -2.648
C: 5.076 -0.828 -1.972
C: 3.855 -0.108 -1.957
N: 2.804 -0.588 -1.326
C: 2.917 -1.768 -0.686
C: 4.121 -2.435 -0.689
N: 5.199 -1.980 -1.324
H: 6.070 0.449 -3.243
H: 6.972 -0.922 -2.689
H: 3.744 0.831 -2.482
H: 2.037 -2.172 -0.208
H: 4.224 -3.379 -0.168
N: -2.120 -2.527 4.268
C: -3.218 -3.022 4.946
C: -3.365 -3.568 6.220
C: -4.636 -3.969 6.567
C: -5.726 -3.837 5.684
C: -5.571 -3.298 4.429
C: -4.288 -2.883 4.058
N: -3.853 -2.316 2.873
C: -2.575 -2.124 3.041
C: -1.725 -1.535 2.004
C: -0.363 -1.306 2.161
C: 0.350 -0.740 1.125
N: -0.201 -0.384 -0.044
C: -1.525 -0.613 -0.195
C: -2.304 -1.179 0.784
H: -1.183 -2.471 4.624
H: -2.531 -3.675 6.900
H: -4.804 -4.400 7.545
H: -6.703 -4.170 6.007
H: -6.402 -3.195 3.744
H: 0.165 -1.560 3.069
H: 1.414 -0.562 1.219
H: -1.953 -0.316 -1.141
H: -3.359 -1.346 0.625
O: 1.148 4.121 -2.517
S: 0.872 2.944 -3.294
O: 0.675 3.073 -4.698
O: 1.874 1.819 -2.929
S: -0.739 1.920 -2.329
F: 3.812 -1.126 -7.310
C: 3.009 -1.142 -6.230
C: 1.925 -0.285 -6.191
C: 1.110 -0.304 -5.073
C: 1.369 -1.162 -4.005
C: 0.530 -1.141 -2.765
C: 2.466 -2.021 -4.091
C: 3.296 -2.021 -5.203
H: 1.736 0.386 -7.017
H: 0.270 0.378 -5.030
H: 0.728 -2.028 -2.162
H: -0.537 -1.120 -2.998
H: 2.667 -2.719 -3.284
H: 4.140 -2.692 -5.285
C: -4.202 4.026 1.424
C: -2.744 3.681 1.371
C: -1.919 4.229 0.386
C: -0.579 3.904 0.306
C: -0.054 3.013 1.239
C: -0.852 2.449 2.229
C: -2.193 2.791 2.291
S: 1.615 2.477 1.192
C: 2.487 3.984 0.820
O: 1.823 1.714 -0.136
H: -4.388 5.020 1.020
H: -4.579 3.989 2.445
H: -4.781 3.315 0.831
H: -2.337 4.922 -0.334
H: 0.034 4.327 -0.481
H: -0.427 1.760 2.948
H: -2.819 2.367 3.066
H: 2.158 4.357 -0.149
H: 3.547 3.740 0.792
H: 2.279 4.692 1.621

- ΔE to the lowest compared entry with this formula, charge and spin: 0.00 kcal/mol
- Kohn-Sham gap (alpha / beta): 6.711 / 6.726 eV
- LUMO level (alpha / beta): -0.1437 / -0.1422 Ha
- Total charge: +1
- DFT total energy: -3201.37714 Ha
- E_HOMO (alpha / beta): -10.6 / -10.6 eV
- Spin multiplicity: 2
- M: 852.025 g/mol
- <S²>: 0.759


Here is C31H30FeNO3Si as an isolated structure in a non-equilibrium geometry from OMol25. Energies are from ωB97M-V with the def2-TZVPD basis set.

Element x y z (Å)
O: 1.711 -2.309 1.129
C: 1.740 -1.357 0.463
Fe: 1.692 0.257 -0.221
C: 2.832 0.675 1.035
O: 3.559 0.761 1.940
C: 2.929 -0.093 -1.424
O: 3.734 -0.526 -2.142
C: -2.960 -0.302 1.525
C: -2.242 -0.677 0.176
C: -1.186 0.253 -0.292
C: -0.624 1.209 0.527
C: -1.185 1.457 1.823
C: -2.277 0.775 2.286
H: -3.977 0.042 1.300
H: -1.757 -1.659 0.268
H: -3.042 -0.841 -0.571
H: -0.809 0.106 -1.316
H: 0.171 1.908 0.180
H: -0.712 2.213 2.459
H: -2.837 1.129 3.158
C: -1.399 0.775 7.361
C: -2.663 0.669 7.956
C: -3.770 0.294 7.186
C: -3.610 -0.032 5.832
Si: -4.996 -0.547 4.687
C: -6.451 -1.188 5.691
C: -7.703 -0.568 5.536
C: -8.814 -0.987 6.279
C: -8.688 -2.028 7.205
C: -7.444 -2.644 7.382
C: -6.333 -2.227 6.633
C: -5.599 0.796 3.563
C: -5.226 2.115 3.845
C: -5.477 3.117 2.900
C: -6.150 2.812 1.713
C: -6.621 1.512 1.486
C: -6.361 0.505 2.422
C: -4.162 -1.772 3.486
C: -3.465 -2.850 4.341
C: -2.178 -3.276 3.641
C: -1.919 -2.373 2.445
N: -3.187 -1.576 2.236
C: -2.316 -0.045 5.286
C: -1.226 0.450 6.014
H: -0.541 1.094 7.951
H: -2.780 0.881 9.020
H: -4.760 0.230 7.647
H: -7.811 0.257 4.829
H: -9.778 -0.499 6.133
H: -9.554 -2.354 7.783
H: -7.340 -3.452 8.106
H: -5.366 -2.713 6.790
H: -4.736 2.351 4.793
H: -5.134 4.129 3.098
H: -6.315 3.587 0.966
H: -7.187 1.275 0.586
H: -6.740 -0.508 2.256
H: -5.049 -2.231 3.014
H: -3.226 -2.491 5.353
H: -4.157 -3.689 4.487
H: -1.324 -3.284 4.327
H: -2.272 -4.304 3.279
H: -1.075 -1.681 2.546
H: -1.768 -2.999 1.551
H: -3.674 -2.171 1.546
H: -2.163 -0.444 4.275
H: -0.261 0.552 5.521

- Kohn-Sham gap (alpha / beta): 6.485 / 5.624 eV
- LUMO level (alpha / beta): -0.1014 / -0.2079 Ha
- Total charge: +1
- DFT total energy: -3032.54493 Ha
- E_HOMO (alpha / beta): -9.2 / -11.3 eV
- Spin multiplicity: 5
- M: 548.516 g/mol
- <S²>: 6.064


Here is C31H30HfNOP2S3Sb as an isolated structure in a non-equilibrium geometry from OMol25. Energies are from ωB97M-V with the def2-TZVPD basis set.

Element x y z (Å)
Hf: -1.406 0.070 1.189
C: -0.622 3.341 0.591
P: -0.969 2.083 -0.754
C: -2.442 2.685 -1.653
C: -3.568 1.869 -1.531
C: -4.758 2.211 -2.146
C: -4.829 3.376 -2.894
C: -3.709 4.178 -3.043
C: -2.514 3.834 -2.434
C: 0.498 2.395 -1.797
C: 0.863 3.657 -2.254
C: 1.993 3.810 -3.035
C: 2.777 2.712 -3.350
C: 2.437 1.457 -2.871
C: 1.303 1.300 -2.096
C: 0.329 2.656 1.514
C: 1.446 3.109 2.209
C: 2.010 1.999 2.851
C: 1.221 0.900 2.526
C: 1.319 -0.559 2.806
P: 1.055 -1.443 1.143
C: 2.609 -2.408 1.205
C: 2.676 -3.627 1.872
C: 3.893 -4.269 2.007
C: 5.041 -3.697 1.482
C: 4.978 -2.480 0.821
C: 3.762 -1.834 0.678
C: -0.159 -2.817 1.357
C: -1.019 -3.049 2.428
C: -1.950 -4.077 2.357
C: -2.030 -4.878 1.231
C: -1.154 -4.680 0.174
C: -0.232 -3.655 0.237
N: 0.197 1.306 1.712
H: -0.193 4.266 0.200
H: -1.562 3.580 1.107
H: -3.508 0.959 -0.935
H: -5.625 1.574 -2.042
H: -5.756 3.655 -3.369
H: -3.763 5.081 -3.632
H: -1.649 4.456 -2.588
H: 0.284 4.529 -1.991
H: 2.266 4.790 -3.392
H: 3.660 2.838 -3.957
H: 3.058 0.604 -3.101
H: 1.037 0.330 -1.692
H: 1.801 4.122 2.238
H: 2.882 2.004 3.474
H: 2.297 -0.813 3.219
H: 0.538 -0.853 3.521
H: 1.785 -4.071 2.289
H: 3.939 -5.212 2.532
H: 5.988 -4.200 1.595
H: 5.875 -2.028 0.424
H: 3.702 -0.879 0.172
H: -0.951 -2.473 3.340
H: -2.624 -4.238 3.187
H: -2.765 -5.666 1.187
H: -1.200 -5.323 -0.692
H: 0.478 -3.511 -0.567
S: -1.877 -0.129 3.772
Sb: -4.136 0.017 2.930
S: -3.297 1.924 1.706
S: -3.506 -1.314 0.988
C: -0.746 -1.668 -2.290
O: -1.425 -1.087 -1.159
H: -0.935 -1.080 -3.193
H: -1.070 -2.697 -2.443
H: 0.321 -1.669 -2.073
H: -2.366 -1.293 -1.295

- Kohn-Sham gap (alpha / beta): 6.573 / 4.082 eV
- LUMO level (alpha / beta): -0.1263 / -0.2158 Ha
- Total charge: +1
- DFT total energy: -3494.72046 Ha
- E_HOMO (alpha / beta): -10.0 / -10.0 eV
- Spin multiplicity: 2
- M: 890.986 g/mol
- <S²>: 0.763


Here is C31H30N11ORbS6 as an isolated structure from OMol25. Energies are from ωB97M-V with the def2-TZVPD basis set.

Element x y z (Å)
Rb: 1.148 -0.532 -3.234
C: 3.067 -1.272 -8.998
S: 1.370 -0.713 -8.773
C: 1.457 0.206 -7.238
S: 2.931 0.561 -6.482
N: 0.253 0.605 -6.938
N: -0.011 1.064 -5.711
C: -0.840 2.038 -5.650
C: -1.325 2.582 -4.386
C: -2.175 3.697 -4.425
C: -2.611 4.266 -3.247
C: -2.208 3.706 -2.042
C: -1.390 2.589 -2.096
N: -0.954 2.034 -3.220
H: 3.114 -1.712 -9.994
H: 3.747 -0.427 -8.920
H: 3.329 -2.016 -8.249
H: -1.204 2.502 -6.568
H: -2.473 4.096 -5.386
H: -3.262 5.132 -3.262
H: -2.519 4.126 -1.095
H: -1.075 2.090 -1.183
C: 2.061 -4.107 1.497
N: 2.294 -2.838 0.842
C: 1.741 -2.372 -0.281
N: 2.214 -1.161 -0.541
C: 3.073 -0.942 0.488
N: 3.150 -1.923 1.358
C: 0.863 -4.075 2.420
C: 0.189 -5.260 2.702
C: -0.912 -5.261 3.548
C: -1.360 -4.083 4.118
C: -0.690 -2.895 3.838
C: 0.420 -2.894 2.995
C: -1.164 -1.650 4.421
N: -1.975 -1.471 5.415
N: -2.109 -0.103 5.577
C: -1.370 0.442 4.674
O: -0.738 -0.469 3.906
C: -1.185 1.863 4.400
C: -1.590 2.800 5.348
C: -1.433 4.148 5.087
C: -0.884 4.568 3.883
C: -0.481 3.642 2.930
C: 0.045 4.125 1.601
N: 1.464 3.891 1.382
C: 2.160 2.755 1.211
N: 3.415 3.027 0.920
C: 3.431 4.382 0.908
N: 2.276 4.952 1.172
C: -0.631 2.285 3.197
H: 2.964 -4.337 2.063
H: 1.935 -4.873 0.726
H: 1.024 -2.929 -0.881
H: 3.660 -0.041 0.587
H: 0.508 -6.170 2.209
H: -1.441 -6.186 3.736
H: -2.229 -4.064 4.763
H: 0.918 -1.960 2.768
H: -2.036 2.449 6.269
H: -1.735 4.879 5.826
H: -0.761 5.627 3.685
H: -0.066 5.203 1.530
H: -0.523 3.670 0.790
H: 1.748 1.763 1.318
H: 4.314 4.960 0.692
H: -0.340 1.539 2.465
S: 0.031 -6.348 -0.874
C: 0.745 -5.177 -1.912
S: -0.287 -4.040 -2.709
S: 2.449 -5.020 -2.028
C: -1.949 -2.890 0.356
S: -1.335 -1.194 0.467
C: -2.789 -0.418 1.212
H: -1.956 -3.358 1.342
H: -1.298 -3.453 -0.321
H: -2.950 -2.881 -0.073
H: -3.662 -0.584 0.581
H: -2.605 0.654 1.286
H: -2.976 -0.819 2.210

- ΔE to the lowest compared entry with this formula, charge and spin: 0.00 kcal/mol
- Kohn-Sham gap: 3.703 eV
- LUMO level: 0.1180 Ha
- Total charge: -2
- DFT total energy: -4290.16867 Ha
- E_HOMO: -0.5 eV
- M: 850.527 g/mol


Here is C31H31Br4N5O4Ta as an isolated structure in a non-equilibrium geometry from OMol25. Energies are from ωB97M-V with the def2-TZVPD basis set.

Element x y z (Å)
Ta: 0.683 -0.161 0.112
C: -0.377 -0.336 -3.749
N: -1.145 -0.103 -2.528
C: -2.083 -1.207 -2.328
C: -1.345 -2.478 -1.891
C: -1.655 -2.875 -0.467
N: -1.262 -1.853 0.510
C: -1.726 -2.057 1.686
C: -1.330 -1.444 2.936
C: -1.993 -1.815 4.110
C: -1.559 -1.371 5.341
C: -0.432 -0.557 5.414
C: 0.232 -0.171 4.266
C: -0.218 -0.597 3.022
O: 0.369 -0.218 1.891
C: -1.859 1.170 -2.647
C: -2.079 1.788 -1.281
C: -0.899 2.659 -0.875
N: 0.381 1.936 -0.764
C: 1.389 2.485 -1.361
C: 2.771 2.123 -1.293
C: 3.665 2.755 -2.176
C: 5.006 2.467 -2.154
C: 5.492 1.557 -1.212
C: 4.645 0.958 -0.304
C: 3.273 1.222 -0.326
O: 2.463 0.666 0.566
H: -1.024 -0.289 -4.635
H: 0.092 -1.320 -3.727
H: 0.409 0.411 -3.838
H: -2.641 -1.401 -3.254
H: -2.804 -0.911 -1.562
H: -0.268 -2.320 -1.979
H: -1.600 -3.315 -2.540
H: -1.100 -3.787 -0.230
H: -2.722 -3.100 -0.367
H: -2.461 -2.860 1.809
H: -2.858 -2.465 4.040
H: -2.075 -1.671 6.243
H: -0.068 -0.228 6.378
H: 1.108 0.464 4.311
H: -2.808 1.036 -3.182
H: -1.243 1.846 -3.245
H: -2.224 1.001 -0.540
H: -2.971 2.417 -1.278
H: -1.111 3.106 0.094
H: -0.786 3.466 -1.604
H: 1.188 3.357 -1.985
H: 3.274 3.462 -2.899
H: 5.683 2.936 -2.854
H: 6.547 1.320 -1.186
H: 5.023 0.263 0.434
Br: 4.110 -5.758 -2.390
C: 3.380 -4.041 -2.164
C: 3.537 -3.069 -3.157
Br: 4.546 -3.439 -4.702
C: 2.938 -1.816 -3.009
Br: 3.130 -0.446 -4.288
C: 2.186 -1.546 -1.879
O: 1.472 -0.445 -1.639
C: 2.110 -2.486 -0.837
O: 1.426 -2.077 0.226
C: 2.670 -3.743 -0.999
Br: 2.386 -4.999 0.370
C: -4.601 2.416 3.825
N: -3.306 2.279 3.186
C: -2.168 2.983 3.479
C: -1.212 2.530 2.618
N: -1.742 1.566 1.797
C: -2.997 1.447 2.167
H: -4.635 3.350 4.379
H: -4.784 1.593 4.517
H: -5.387 2.425 3.074
H: -2.135 3.725 4.259
H: -0.177 2.826 2.535
H: -3.715 0.767 1.731

- ΔE to the lowest compared entry with this formula, charge and spin: 17.42 kcal/mol
- Kohn-Sham gap: 6.959 eV
- LUMO level: -0.1262 Ha
- Total charge: +1
- DFT total energy: -12127.66476 Ha
- E_HOMO: -10.4 eV
- M: 1038.184 g/mol


Here is C31H31Cl4F4N2O5Ta as an isolated structure in a non-equilibrium geometry from OMol25. Energies are from ωB97M-V with the def2-TZVPD basis set.

Element x y z (Å)
Ta: 0.451 -0.053 -0.162
C: 1.482 -2.065 2.523
O: 1.180 -2.215 1.121
C: 2.155 -3.024 0.482
C: 1.681 -3.169 -0.921
O: 1.555 -1.871 -1.532
C: 2.669 -1.486 -2.363
C: 3.539 -0.518 -1.635
O: 2.696 0.583 -1.341
C: 3.467 1.679 -0.794
H: 1.529 -3.054 2.979
H: 2.432 -1.549 2.652
H: 0.682 -1.493 2.979
H: 3.139 -2.551 0.559
H: 2.212 -4.009 0.954
H: 2.349 -3.806 -1.498
H: 0.681 -3.605 -0.938
H: 3.237 -2.361 -2.677
H: 2.239 -1.013 -3.247
H: 3.955 -0.926 -0.709
H: 4.367 -0.211 -2.280
H: 4.194 1.992 -1.543
H: 2.789 2.493 -0.578
H: 3.976 1.362 0.114
Cl: 0.678 4.524 4.895
C: 1.124 3.258 3.840
C: 2.429 2.722 3.881
Cl: 3.560 3.336 5.000
C: 2.809 1.701 3.011
Cl: 4.376 1.003 3.033
C: 1.884 1.227 2.089
O: 2.079 0.293 1.156
C: 0.610 1.750 2.081
O: -0.129 1.174 1.082
C: 0.196 2.756 2.935
Cl: -1.417 3.334 2.830
C: -0.730 5.651 -3.473
C: -0.266 4.459 -2.696
C: 0.310 3.358 -3.329
C: 0.732 2.282 -2.587
N: 0.605 2.208 -1.248
C: 0.068 3.275 -0.634
C: -0.357 4.400 -1.311
H: -1.308 5.344 -4.345
H: 0.135 6.206 -3.841
H: -1.332 6.319 -2.862
H: 0.427 3.342 -4.405
H: 1.223 1.446 -3.063
H: -0.021 3.238 0.436
H: -0.770 5.228 -0.749
F: -4.235 -4.188 3.707
C: -4.276 -2.855 3.738
F: -4.183 -2.456 5.005
F: -5.461 -2.462 3.258
C: -3.166 -2.267 2.889
C: -2.458 -1.156 3.314
C: -1.501 -0.622 2.475
N: -1.231 -1.135 1.262
C: -1.917 -2.221 0.870
C: -2.887 -2.814 1.651
H: -2.642 -0.713 4.282
H: -0.959 0.252 2.784
H: -1.678 -2.628 -0.099
H: -3.413 -3.689 1.294
F: -4.640 -4.074 -2.503
C: -3.742 -3.105 -2.324
C: -4.112 -1.968 -1.627
C: -3.172 -0.973 -1.436
C: -1.874 -1.094 -1.943
C: -0.917 0.047 -1.822
C: -1.542 -2.253 -2.648
C: -2.473 -3.263 -2.849
H: -5.129 -1.865 -1.271
H: -3.456 -0.066 -0.913
H: -0.256 0.106 -2.694
H: -1.458 0.994 -1.765
H: -0.550 -2.353 -3.073
H: -2.242 -4.145 -3.431

- ΔE to the lowest compared entry with this formula, charge and spin: 41.76 kcal/mol
- Kohn-Sham gap: 6.578 eV
- LUMO level: -0.2579 Ha
- Total charge: +2
- DFT total energy: -3982.35551 Ha
- E_HOMO: -13.6 eV
- M: 910.350 g/mol


Question: Among the records above, which one has the lowest total charge?
Answer: C31H30N11ORbS6


Question: Among the records above, which one has the highest M?
Answer: C31H31Br4N5O4Ta